[1]
14
Properties=species:S:1:pos:R:3:mulliken_charge:R:1 method="wB97M-V/def2-TZVPD" de_lowest_kj_mol=149.3 charge=0 energy_ev=-5782.2648 homo_lumo_gap_ev=11.10 smiles="C=NCCC" homo_ev=-9.871
C -1.719 -0.510 -1.305 -0.323
C 0.888 1.354 0.302 -0.891
C 1.146 -0.178 0.531 -0.510
C -0.267 -0.819 0.415 -0.541
N -0.618 -0.988 -0.987 -0.371
H -1.921 -0.749 -2.348 0.272
H -2.325 -0.088 -0.518 0.280
H 0.406 1.555 -0.710 0.265
H 0.215 1.629 1.185 0.253
H 1.929 1.940 0.423 0.268
H 1.567 -0.537 1.503 0.319
H 1.811 -0.475 -0.358 0.265
H -0.087 -1.770 0.915 0.303
H -1.023 -0.363 0.953 0.413

[2]
13
Properties=species:S:1:pos:R:3:mulliken_charge:R:1 method="wB97M-V/def2-TZVPD" de_lowest_kj_mol=352.2 charge=+1 energy_ev=-19617.6975 homo_lumo_gap_ev=10.72 smiles=C1CSC2([NH2+]1)OO2 homo_ev=-14.501
C 0.231 0.768 0.783 -0.563
C 1.452 -0.072 0.460 -0.527
C -0.532 -0.470 -1.130 0.528
N -0.925 0.020 0.227 -0.143
O -1.459 -1.488 -1.637 -0.226
O -1.360 -0.155 -2.134 -0.239
S 1.224 -0.609 -1.284 -0.006
H 0.113 0.915 1.859 0.337
H 0.283 1.739 0.283 0.351
H 2.372 0.506 0.507 0.385
H 1.541 -0.949 1.101 0.362
H -1.158 -0.801 0.811 0.375
H -1.781 0.596 0.154 0.368

[3]
116
Properties=species:S:1:pos:R:3:mulliken_charge:R:1 method="wB97M-V/def2-TZVPD" charge=-1 energy_ev=-112570.7092 homo_lumo_gap_ev="6.10 / 6.08" homo_ev="-4.468 / -4.474"
Os 1.155 0.481 0.379 3.152
S 2.861 0.340 1.884 -0.603
C 2.441 1.550 3.083 0.750
C 3.398 1.990 3.989 -1.160
C 3.107 2.991 4.906 0.565
C 4.121 3.434 5.815 -0.138
N 4.941 3.772 6.548 -0.589
C 1.818 3.554 4.927 0.433
C 0.850 3.093 4.049 -1.004
C 1.142 2.088 3.126 0.235
S -0.074 1.506 2.034 -0.174
C 1.490 4.615 5.834 -0.143
N 1.216 5.457 6.568 -0.585
H 4.391 1.558 3.967 0.543
H -0.141 3.528 4.070 0.534
C 2.911 3.909 -2.473 -1.768
C 2.347 3.533 -1.102 2.424
C 3.174 4.144 0.026 -1.821
C 0.889 3.910 -1.008 0.823
C 0.540 5.257 -0.984 -0.356
C -0.781 5.658 -0.958 -1.568
C -1.781 4.702 -0.930 -0.639
C -1.486 3.344 -0.928 0.888
C -2.636 2.366 -0.797 1.867
C -3.559 2.406 -2.018 -1.674
C -3.434 2.623 0.483 -1.545
C -0.137 2.955 -0.990 -1.021
N 0.189 1.549 -1.007 0.967
C -0.124 0.826 -2.059 -0.257
C -0.167 -0.572 -1.815 0.578
N 0.134 -0.988 -0.594 0.432
C -0.316 -2.337 -0.293 -1.836
C -1.696 -2.438 -0.032 1.410
C -2.250 -3.675 0.276 -0.523
C -1.465 -4.805 0.345 -1.459
C -0.113 -4.696 0.078 -0.643
C 0.498 -3.487 -0.253 0.873
C 1.977 -3.582 -0.579 0.290
C 2.847 -2.952 0.502 -1.300
C 2.295 -3.104 -1.996 -0.827
C -2.633 -1.243 -0.046 2.143
C -3.659 -1.345 -1.178 -1.835
C -3.351 -1.067 1.295 -1.614
C -0.623 -1.232 -3.058 0.209
C -0.875 -2.516 -3.459 0.804
C -1.285 -2.737 -4.800 -1.299
C -1.438 -1.717 -5.704 -0.981
C -1.184 -0.376 -5.314 0.853
C -1.285 0.789 -6.123 -0.930
C -0.994 2.022 -5.597 -1.140
C -0.594 2.200 -4.245 0.401
C -0.492 1.093 -3.451 0.057
C -0.784 -0.182 -3.999 -0.553
H 3.944 3.569 -2.546 0.416
H 2.886 4.992 -2.628 0.393
H 2.335 3.445 -3.280 0.262
H 2.431 2.459 -0.998 -1.189
H 3.235 5.234 -0.056 0.386
H 4.183 3.735 -0.007 0.406
H 2.741 3.900 0.999 0.256
H 1.328 5.999 -0.995 0.339
H -1.033 6.711 -0.942 0.390
H -2.817 5.015 -0.891 0.285
H -2.217 1.366 -0.719 -1.018
H -4.056 3.377 -2.092 0.439
H -4.335 1.642 -1.933 0.412
H -3.013 2.236 -2.946 0.191
H -3.889 3.615 0.472 0.370
H -2.795 2.549 1.363 0.243
H -4.240 1.891 0.575 0.445
H -3.312 -3.740 0.481 0.316
H -1.900 -5.765 0.593 0.415
H 0.509 -5.583 0.106 0.282
H 2.198 -4.654 -0.568 0.583
H 2.504 -1.954 0.753 -0.225
H 3.881 -2.872 0.172 0.423
H 2.798 -3.546 1.418 0.312
H 2.222 -2.023 -2.075 -0.505
H 1.614 -3.559 -2.717 0.352
H 3.317 -3.383 -2.258 0.514
H -2.038 -0.350 -0.207 -1.386
H -4.312 -2.210 -1.031 0.431
H -3.184 -1.445 -2.155 0.228
H -4.288 -0.452 -1.194 0.496
H -4.053 -1.887 1.477 0.400
H -3.923 -0.137 1.292 0.292
H -2.632 -1.035 2.112 0.108
H -0.778 -3.352 -2.780 0.631
H -1.483 -3.754 -5.115 0.442
H -1.757 -1.931 -6.718 0.414
H -1.593 0.698 -7.158 0.415
H -1.077 2.898 -6.228 0.440
H -0.390 3.194 -3.866 0.668
C 3.844 0.308 -3.389 -0.883
S 3.954 0.205 -1.618 1.364
O 4.516 1.453 -1.158 -0.636
O 4.717 -0.983 -1.320 -0.691
O 2.497 0.050 -1.272 -1.217
H 4.851 0.444 -3.778 0.446
H 3.215 1.157 -3.651 0.074
H 3.413 -0.618 -3.765 0.275
S -0.195 -2.165 2.940 -0.152
C -0.740 -3.262 4.062 -0.278
N -0.059 -4.401 4.336 -0.033
C -0.439 -5.388 5.327 -0.662
C -1.949 -5.370 5.496 -0.580
C -2.384 -3.946 5.795 -0.664
N -1.902 -3.078 4.739 -0.053
H 0.800 -4.496 3.822 0.176
H 0.044 -5.183 6.290 0.296
H -0.097 -6.368 4.990 0.368
H -2.250 -6.041 6.301 0.351
H -2.421 -5.703 4.570 0.268
H -1.990 -3.636 6.771 0.293
H -3.471 -3.869 5.840 0.376
H -2.345 -2.193 4.565 0.241

[4]
60
Properties=species:S:1:pos:R:3:mulliken_charge:R:1 method="wB97M-V/def2-TZVPD" de_lowest_kj_mol=350.6 charge=0 energy_ev=-40965.6017 homo_lumo_gap_ev=10.22 smiles="NCOC(=O)CC(=O)O.c1ccncc1.c1ccncc1.c1ccncc1.c1ccncc1" homo_ev=-9.528
N -3.159 -1.412 1.893 -0.373
C -4.271 -0.595 1.501 -0.493
O -5.452 -1.040 2.194 -0.267
C -6.406 -0.086 2.317 0.464
O -6.437 0.687 3.230 -0.522
C -7.482 -0.068 1.250 -0.308
C -8.561 -1.072 1.569 0.461
O -9.670 -0.756 1.890 -0.525
O -8.166 -2.367 1.460 -0.434
H -2.494 -0.874 2.426 0.222
H -2.712 -1.837 1.093 0.254
H -4.414 -0.684 0.424 0.226
H -4.076 0.447 1.747 0.335
H -7.953 0.902 1.210 0.302
H -7.045 -0.355 0.294 0.277
H -8.607 -2.839 2.182 0.341
N -0.801 -1.321 -0.082 -0.420
C 0.444 -1.616 0.301 -0.205
C 1.525 -0.770 0.104 -0.774
C 1.310 0.444 -0.525 0.084
C 0.025 0.764 -0.933 -0.644
C -0.988 -0.147 -0.687 -0.153
H 0.572 -2.575 0.791 0.535
H 2.511 -1.061 0.437 0.368
H 2.131 1.126 -0.704 0.446
H -0.187 1.700 -1.432 0.370
H -2.009 0.069 -0.988 0.373
N 0.435 -3.831 2.964 -0.312
C 0.899 -4.871 3.654 -0.306
C 0.117 -5.643 4.499 -0.378
C -1.223 -5.317 4.637 -0.334
C -1.723 -4.237 3.928 -0.503
C -0.855 -3.532 3.110 0.248
H 1.952 -5.093 3.519 0.362
H 0.548 -6.478 5.033 0.359
H -1.867 -5.895 5.287 0.371
H -2.760 -3.942 4.002 0.421
H -1.208 -2.685 2.538 0.117
N 3.086 0.657 -3.472 -0.325
C 2.309 -0.012 -4.322 -0.247
C 2.254 0.250 -5.683 -0.459
C 3.047 1.267 -6.189 -0.348
C 3.859 1.973 -5.317 -0.246
C 3.844 1.631 -3.973 -0.058
H 1.701 -0.797 -3.884 0.379
H 1.605 -0.328 -6.326 0.363
H 3.032 1.503 -7.245 0.368
H 4.493 2.776 -5.670 0.352
H 4.464 2.157 -3.254 0.264
N 5.419 3.613 -1.477 -0.400
C 6.158 4.416 -2.240 -0.045
C 6.560 5.686 -1.859 -0.555
C 6.170 6.153 -0.615 -0.139
C 5.400 5.332 0.193 -0.518
C 5.055 4.077 -0.283 -0.188
H 6.441 4.014 -3.208 0.372
H 7.163 6.292 -2.521 0.342
H 6.462 7.140 -0.279 0.370
H 5.073 5.656 1.171 0.346
H 4.457 3.402 0.319 0.385

[5]
72
Properties=species:S:1:pos:R:3:mulliken_charge:R:1 method="wB97M-V/def2-TZVPD" charge=+4 energy_ev=-121028.9167 homo_lumo_gap_ev="4.16 / 4.10" homo_ev="-19.742 / -19.729"
N -4.938 -1.251 4.510 -0.370
C -3.806 -0.623 4.836 -0.461
C -3.139 0.192 3.927 -0.556
C -3.738 0.446 2.671 0.227
C -4.892 -0.287 2.315 -0.184
C -5.459 -1.116 3.294 -0.603
C -3.120 1.405 1.797 0.093
Hf -0.041 0.983 -0.924 -0.440
P 2.475 0.719 -0.841 1.215
C -3.368 1.644 0.494 -0.988
C -2.283 2.145 -0.392 1.162
C -2.184 1.726 -1.754 -0.459
C -1.144 2.253 -2.584 -0.448
C -0.198 3.111 -1.989 -0.672
C -0.122 3.329 -0.609 -0.218
C -1.132 2.752 0.197 -1.078
Br 1.301 3.912 -3.199 0.048
H -2.221 1.838 2.269 0.526
H -4.301 1.350 -0.003 0.649
H -2.185 0.651 4.184 0.498
H -5.332 -0.191 1.322 0.446
H -3.411 -0.746 5.848 0.405
H -6.376 -1.668 3.069 0.407
H -2.964 1.099 -2.199 0.682
H -1.105 2.971 1.258 1.073
H -1.091 2.027 -3.653 0.623
H 0.655 3.952 -0.176 1.013
P -0.623 -1.648 -0.106 0.977
C 2.990 2.195 0.107 -0.709
C 3.745 3.199 -0.741 -1.140
H 3.608 1.819 0.934 0.775
H 2.107 2.662 0.568 0.499
H 3.949 4.092 -0.134 0.458
H 4.705 2.802 -1.099 0.304
H 3.144 3.521 -1.606 0.064
C 2.403 0.781 -2.691 0.053
C 3.753 0.676 -3.391 -1.632
H 1.923 1.733 -3.014 -0.145
H 1.750 -0.041 -3.048 0.467
H 3.622 0.851 -4.465 0.462
H 4.455 1.431 -3.030 0.338
H 4.193 -0.319 -3.277 0.439
C 3.756 -0.471 -0.393 -0.409
C 5.178 0.053 -0.494 -1.349
H 3.611 -1.362 -1.017 0.560
H 3.536 -0.738 0.645 0.247
H 5.858 -0.780 -0.284 0.456
H 5.427 0.439 -1.490 0.311
H 5.377 0.839 0.243 0.368
C 0.389 -2.688 1.034 -1.106
C 1.889 -2.794 0.836 -1.200
H -0.037 -3.706 1.008 0.621
H 0.196 -2.294 2.043 0.537
H 2.237 -3.781 1.168 0.429
H 2.190 -2.659 -0.204 0.206
H 2.416 -2.056 1.447 0.264
C -0.507 -2.664 -1.649 -0.971
C -1.427 -2.188 -2.766 -1.115
H -0.732 -3.701 -1.370 0.587
H 0.539 -2.652 -1.971 0.462
H -1.420 -2.921 -3.586 0.458
H -2.466 -2.090 -2.422 0.303
H -1.106 -1.224 -3.196 0.246
C -2.238 -2.321 0.546 -0.495
C -2.307 -2.675 2.030 -1.454
H -2.476 -3.220 -0.045 0.596
H -3.000 -1.572 0.297 0.420
H -3.326 -2.969 2.300 0.378
H -1.647 -3.507 2.296 0.442
H -2.043 -1.819 2.658 0.312
O 0.332 0.513 2.408 -0.224
C 0.192 0.637 1.254 0.318

[6]
25
Properties=species:S:1:pos:R:3:mulliken_charge:R:1 method="wB97M-V/def2-TZVPD" de_lowest_kj_mol=570.4 charge=0 energy_ev=-13649.7444 homo_lumo_gap_ev=8.84 homo_ev=-8.083
C -0.299 0.042 0.977 0.324
C 1.024 -0.087 0.147 -1.222
C -1.426 1.377 -1.133 -0.712
C 0.083 1.602 -1.569 -0.907
C -1.100 -0.060 -0.918 -1.227
C -0.424 -0.688 2.506 0.928
C 0.380 0.070 -1.232 1.818
C 0.367 -1.918 2.651 -1.520
C 0.902 -0.670 -2.436 -1.680
O -0.506 1.391 1.425 -0.581
O -0.833 0.004 3.392 -0.563
H 1.718 0.750 0.555 0.259
H 1.273 -1.063 0.381 0.567
H -1.624 1.940 -0.315 0.282
H -2.194 1.376 -1.863 0.326
H 0.079 1.894 -2.682 0.286
H 0.712 2.448 -1.027 0.267
H -1.709 -0.853 -1.002 0.704
H 0.070 -2.677 1.977 0.425
H 0.204 -2.447 3.558 0.401
H 1.385 -1.671 2.639 0.371
H 1.380 -1.465 -2.050 0.508
H 1.692 -0.028 -2.968 0.279
H 0.010 -0.814 -3.120 0.349
H -1.165 1.547 2.105 0.321

Repeat the fifth record exactly.
72
Properties=species:S:1:pos:R:3:mulliken_charge:R:1 method="wB97M-V/def2-TZVPD" charge=+4 energy_ev=-121028.9167 homo_lumo_gap_ev="4.16 / 4.10" homo_ev="-19.742 / -19.729"
N -4.938 -1.251 4.510 -0.370
C -3.806 -0.623 4.836 -0.461
C -3.139 0.192 3.927 -0.556
C -3.738 0.446 2.671 0.227
C -4.892 -0.287 2.315 -0.184
C -5.459 -1.116 3.294 -0.603
C -3.120 1.405 1.797 0.093
Hf -0.041 0.983 -0.924 -0.440
P 2.475 0.719 -0.841 1.215
C -3.368 1.644 0.494 -0.988
C -2.283 2.145 -0.392 1.162
C -2.184 1.726 -1.754 -0.459
C -1.144 2.253 -2.584 -0.448
C -0.198 3.111 -1.989 -0.672
C -0.122 3.329 -0.609 -0.218
C -1.132 2.752 0.197 -1.078
Br 1.301 3.912 -3.199 0.048
H -2.221 1.838 2.269 0.526
H -4.301 1.350 -0.003 0.649
H -2.185 0.651 4.184 0.498
H -5.332 -0.191 1.322 0.446
H -3.411 -0.746 5.848 0.405
H -6.376 -1.668 3.069 0.407
H -2.964 1.099 -2.199 0.682
H -1.105 2.971 1.258 1.073
H -1.091 2.027 -3.653 0.623
H 0.655 3.952 -0.176 1.013
P -0.623 -1.648 -0.106 0.977
C 2.990 2.195 0.107 -0.709
C 3.745 3.199 -0.741 -1.140
H 3.608 1.819 0.934 0.775
H 2.107 2.662 0.568 0.499
H 3.949 4.092 -0.134 0.458
H 4.705 2.802 -1.099 0.304
H 3.144 3.521 -1.606 0.064
C 2.403 0.781 -2.691 0.053
C 3.753 0.676 -3.391 -1.632
H 1.923 1.733 -3.014 -0.145
H 1.750 -0.041 -3.048 0.467
H 3.622 0.851 -4.465 0.462
H 4.455 1.431 -3.030 0.338
H 4.193 -0.319 -3.277 0.439
C 3.756 -0.471 -0.393 -0.409
C 5.178 0.053 -0.494 -1.349
H 3.611 -1.362 -1.017 0.560
H 3.536 -0.738 0.645 0.247
H 5.858 -0.780 -0.284 0.456
H 5.427 0.439 -1.490 0.311
H 5.377 0.839 0.243 0.368
C 0.389 -2.688 1.034 -1.106
C 1.889 -2.794 0.836 -1.200
H -0.037 -3.706 1.008 0.621
H 0.196 -2.294 2.043 0.537
H 2.237 -3.781 1.168 0.429
H 2.190 -2.659 -0.204 0.206
H 2.416 -2.056 1.447 0.264
C -0.507 -2.664 -1.649 -0.971
C -1.427 -2.188 -2.766 -1.115
H -0.732 -3.701 -1.370 0.587
H 0.539 -2.652 -1.971 0.462
H -1.420 -2.921 -3.586 0.458
H -2.466 -2.090 -2.422 0.303
H -1.106 -1.224 -3.196 0.246
C -2.238 -2.321 0.546 -0.495
C -2.307 -2.675 2.030 -1.454
H -2.476 -3.220 -0.045 0.596
H -3.000 -1.572 0.297 0.420
H -3.326 -2.969 2.300 0.378
H -1.647 -3.507 2.296 0.442
H -2.043 -1.819 2.658 0.312
O 0.332 0.513 2.408 -0.224
C 0.192 0.637 1.254 0.318